14
Properties=species:S:1:pos:R:3:forces:R:3 method="wB97M-V/def2-TZVPD" total_charge=+1 relative_energy_ev=0.6745
N -0.637589 -0.033627 -0.634285 -1.3 -1.0 -0.3
H -0.281546 -0.959644 -0.870851 0.1 -0.2 0.4
H -1.526750 0.081025 -1.124848 0.4 0.4 -0.7
H -1.002155 -0.021163 0.335903 1.0 0.5 0.3
H 0.117299 0.596000 -0.928010 -0.1 0.2 0.5
H 0.909749 -2.568473 1.291060 0.2 0.0 0.2
H 1.740770 -1.260029 1.359225 0.1 -0.2 0.1
O 0.874024 -1.618405 1.144246 -0.3 0.1 -0.3
H -2.164716 1.096744 2.457553 0.0 -0.2 0.0
H -2.208448 2.055084 1.273790 -0.1 -0.4 0.1
O -2.191033 1.106555 1.493369 0.2 0.5 -0.2
H 2.536147 -0.169150 -2.042677 0.0 0.2 -0.1
H 1.793669 1.191190 -2.193944 0.6 -0.1 -0.1
O 2.040578 0.503893 -1.560533 -0.6 0.2 0.1


14
Properties=species:S:1:pos:R:3:forces:R:3 method="wB97M-V/def2-TZVPD" total_charge=+1 relative_energy_ev=0.6632
N -0.212473 0.228862 -0.316728 -0.6 1.7 1.0
H -0.497647 1.202188 0.041515 0.0 -1.3 -0.2
H -0.313098 -0.538479 0.368575 0.2 0.0 0.6
H 0.717855 0.271352 -0.659769 1.5 0.0 -0.3
H -0.730006 -0.050288 -1.108638 -1.1 0.0 -1.3
H -1.778395 3.193501 0.990367 -0.4 0.1 -0.6
H -0.801096 2.730504 2.000344 0.1 -0.5 -1.0
O -1.062612 2.560177 1.061687 0.3 0.3 1.6
H 1.499585 -1.736427 -1.723646 -0.3 2.3 -1.2
H 2.206141 -1.137516 -2.884836 -0.2 0.7 -0.2
O 1.502943 -0.860141 -2.271671 0.5 -3.1 1.5
H -0.593301 -2.659088 1.090795 -0.2 0.2 0.9
H -0.434588 -1.571286 2.296746 -0.6 -0.6 0.7
O -0.163848 -1.863349 1.435689 0.6 0.2 -1.5


15
Properties=species:S:1:pos:R:3:forces:R:3 method="wB97M-V/def2-TZVPD" relative_energy_ev=1.0265 smiles=O.O.O.O.S
O -2.242381 3.790937 -1.308749 0.3 -0.1 0.0
H -1.306630 3.553613 -1.270846 -0.2 0.1 0.1
H -2.578032 3.277556 -2.048219 -0.1 0.0 -0.1
O 0.068504 -1.712187 1.044971 -0.2 -0.3 -0.5
H 0.478603 -2.283573 0.379704 0.1 0.2 0.3
H -0.852976 -1.687708 0.755950 0.1 0.1 0.2
O 3.511755 -4.260265 1.029464 0.0 -0.3 -0.1
H 2.964748 -4.967202 1.387942 -0.1 0.1 0.1
H 4.158030 -4.744983 0.506227 0.1 0.2 -0.1
O -3.152814 2.984619 3.580646 -0.1 0.0 -0.1
H -3.690881 3.253777 4.329126 0.0 0.0 0.1
H -3.584732 3.396199 2.825584 0.1 0.0 -0.1
S 1.523769 -0.223598 -3.961499 -0.4 0.0 -0.2
H 2.669753 -0.796946 -4.341428 0.1 0.1 0.2
H 2.033284 0.419759 -2.908875 0.2 -0.1 0.0


15
Properties=species:S:1:pos:R:3:forces:R:3 method="wB97M-V/def2-TZVPD" spin_multiplicity=2 total_charge=-1 relative_energy_ev=0.3949 s_squared=0.7504
O -0.142431 2.401555 0.897375 -1.4 -0.3 0.0
H 0.456766 2.451861 1.642138 0.7 0.0 0.9
H 0.380190 2.689706 0.148994 0.6 0.3 -0.8
O -3.081831 2.902814 0.990479 -0.8 0.2 0.2
H -2.303900 2.404174 1.240336 0.7 0.0 0.0
H -3.232267 2.669759 0.074353 0.1 -0.1 -0.2
O 0.706686 -2.065600 -2.155557 0.4 -0.6 -0.4
H -0.075709 -2.475587 -2.524340 -0.2 -0.1 -0.1
H 0.370285 -1.443785 -1.510253 -0.3 0.8 0.5
O 2.577545 -2.987613 0.394245 0.3 -0.2 0.5
H 2.832928 -3.505101 -0.369446 0.0 0.0 -0.3
H 1.672146 -2.731382 0.218646 -0.2 0.1 -0.2
O -0.090420 -0.217431 -0.054125 -0.1 -1.2 -0.9
H 0.362672 -0.672551 0.655668 0.3 0.0 0.5
H -0.432661 0.579181 0.351488 0.0 1.0 0.3


15
Properties=species:S:1:pos:R:3:forces:R:3 method="wB97M-V/def2-TZVPD" relative_energy_ev=1.3480 smiles=O.O.O.O.O
O 1.006884 -2.779952 0.812487 -0.1 0.3 -0.2
H 0.520464 -3.303192 1.449547 -0.2 -0.1 0.2
H 1.917114 -3.055802 0.920327 0.3 -0.1 0.0
O 3.881734 1.223638 -1.509263 0.1 0.2 0.0
H 3.562994 0.649718 -0.812663 -0.1 -0.1 0.2
H 3.747004 0.722478 -2.313573 0.0 -0.1 -0.2
O -0.852716 0.905028 1.667277 -0.3 0.1 0.0
H -0.142006 1.371158 2.107557 0.2 0.2 0.1
H -0.422286 0.172758 1.225967 0.1 -0.3 -0.2
O -3.984686 3.273228 1.143847 -0.2 0.1 -0.1
H -3.357386 2.564588 1.000507 0.2 -0.3 -0.1
H -3.690636 3.694298 1.951597 0.0 0.1 0.2
O -1.116546 -1.768792 -2.565503 -0.2 0.0 0.0
H -0.478956 -1.631702 -3.266163 0.1 0.0 -0.2
H -0.590976 -2.037452 -1.811953 0.1 -0.1 0.3


15
Properties=species:S:1:pos:R:3:forces:R:3 method="wB97M-V/def2-TZVPD" relative_energy_ev=0.9079 smiles=O.O.O.O.O
O 1.248530 -0.068379 -2.888707 0.0 0.0 0.2
H 1.621950 -0.651989 -3.549157 0.2 -0.2 -0.1
H 0.497000 0.335481 -3.322687 -0.2 0.2 -0.1
O -2.182720 2.282321 1.192933 -0.2 0.0 0.3
H -1.281700 2.210271 0.877993 0.4 -0.1 -0.1
H -2.687620 2.535131 0.420023 -0.1 0.0 -0.1
O 0.694410 1.229511 2.956263 0.2 0.1 0.2
H -0.167890 1.339241 3.357063 -0.2 0.1 0.1
H 0.511250 0.875561 2.085973 0.1 -0.3 -0.5
O 0.298750 -2.866259 0.065113 0.1 0.2 0.0
H -0.238260 -3.433689 0.618163 -0.2 -0.1 0.3
H 0.276130 -3.280689 -0.797417 0.0 -0.1 -0.3
O 0.381180 0.076181 -0.047607 -0.2 0.7 0.4
H 0.180700 -0.857789 -0.108877 0.0 -0.5 0.1
H 0.848290 0.275101 -0.859077 0.3 0.0 -0.3


15
Properties=species:S:1:pos:R:3:forces:R:3 method="wB97M-V/def2-TZVPD" relative_energy_ev=2.1657 smiles=O.O.O.O.O
O -1.233259 1.467125 1.176583 0.5 -0.1 -1.6
H -0.846850 2.257332 1.595714 -0.1 -0.4 -0.8
H -0.984740 1.415476 0.197712 -0.4 0.7 2.3
O -1.050168 -2.268165 1.833289 -1.6 1.1 0.7
H -1.449888 -3.048623 2.204384 -0.1 -0.4 0.1
H -0.261885 -2.532984 1.427104 1.7 -0.8 -0.8
O 3.678843 -0.353631 1.173836 0.5 4.3 3.0
H 2.822183 -0.022907 1.485402 0.4 -0.5 -0.3
H 3.578536 -1.082598 0.675229 -0.9 -3.9 -2.6
O 0.145284 -0.272959 -1.959291 -0.3 -0.7 3.1
H 0.007862 -0.272069 -0.951154 0.9 -0.3 -1.9
H -0.777100 -0.468353 -2.177792 0.0 -0.1 -0.7
O -1.386814 1.540179 -2.567469 1.1 1.4 2.3
H -0.528675 1.312355 -2.046793 -1.8 0.4 -1.8
H -1.713329 2.329820 -2.066755 0.0 -0.9 -0.9


15
Properties=species:S:1:pos:R:3:forces:R:3 method="wB97M-V/def2-TZVPD" relative_energy_ev=2.0641 smiles=O.O.O.O.O
O -0.519928 0.167140 -0.074770 -2.1 -2.2 0.5
H -1.276783 -0.478658 0.186651 1.8 1.7 -0.9
H 0.256814 -0.326525 0.208000 0.2 0.4 0.1
O 0.653001 -2.651688 1.523663 -1.0 0.0 2.6
H -0.184789 -2.216133 1.764087 0.5 -0.4 0.2
H 0.720406 -2.443012 0.632813 0.5 0.3 -2.8
O 2.907465 0.655061 -1.761905 -2.1 -4.5 -0.2
H 3.087394 1.525385 -1.747998 1.4 4.8 0.1
H 1.933210 0.653843 -1.838989 0.6 -0.3 0.1
O -3.215746 -0.596621 -1.216697 2.1 0.2 1.9
H -3.881845 -0.462988 -1.825772 -2.4 -0.1 -2.1
H -2.882157 0.303655 -1.126545 0.4 -0.1 0.2
O 0.338330 2.186523 1.548054 1.9 -3.3 2.7
H 0.089830 2.986205 1.220535 -1.1 3.6 -1.5
H 0.832937 2.374912 2.380455 -0.6 -0.1 -1.0